1.
{"formula": "C19H44NbO6", "method": "ωB97M-V/def2-TZVPD", "total_charge": -1, "gap_ev": 6.90, "symbols": ["C", "C", "C", "C", "C", "C", "C", "C", "C", "Nb", "C", "O", "C", "C", "O", "C", "C", "O", "C", "C", "H", "H", "H", "H", "H", "H", "H", "H", "H", "H", "H", "H", "H", "H", "H", "H", "H", "H", "H", "H", "H", "H", "H", "H", "H", "H", "H", "H", "H", "H", "H", "H", "H", "H", "H", "H", "H", "H", "C", "O", "C", "O", "O", "C", "H", "H", "H", "H", "H", "H"], "positions_angstrom": [[5.191091, -1.870703, 3.510258], [5.482952, -3.081285, 2.628882], [6.120082, -2.711352, 1.294579], [5.389089, -1.595836, 0.551271], [5.701804, -1.580088, -0.946133], [4.644166, -0.899594, -1.835193], [3.824642, 0.220089, -1.194411], [4.659421, 1.434445, -0.772202], [3.909147, 2.769383, -0.796841], [1.941906, 2.782357, 0.282858], [-0.137187, 3.609893, 0.715996], [-1.072239, 2.535296, 0.555544], [-1.904686, 2.282278, 1.649432], [-2.291497, 0.826058, 1.642770], [-3.404457, 0.582448, 0.784103], [-3.230647, -0.410828, -0.198744], [-4.175440, -1.600275, 0.031351], [-3.557378, -2.868738, -0.056139], [-2.714627, -3.200108, 1.041712], [-3.018167, -4.601065, 1.548843], [4.389622, -1.252341, 3.102136], [4.890111, -2.180641, 4.512036], [6.081185, -1.242911, 3.614493], [4.550578, -3.625265, 2.441596], [6.148656, -3.762677, 3.168885], [7.156909, -2.405668, 1.484392], [6.158959, -3.599715, 0.652697], [5.670160, -0.634640, 0.985720], [4.309898, -1.708856, 0.704865], [5.834304, -2.616302, -1.277907], [6.668558, -1.092313, -1.107681], [5.148640, -0.467481, -2.706993], [3.967057, -1.664467, -2.230032], [3.078366, 0.559472, -1.918470], [3.243164, -0.155814, -0.348543], [5.527887, 1.486754, -1.446573], [5.062455, 1.288019, 0.234324], [4.475877, 3.518851, -0.222027], [3.853679, 3.165325, -1.815498], [1.943574, 4.362779, -0.681595], [2.435566, 3.771682, 1.778836], [2.188236, 1.450630, 1.578933], [1.077500, 1.616108, -0.880593], [-0.117789, 3.932419, 1.766087], [-0.446559, 4.475865, 0.125921], [-1.396605, 2.523309, 2.593422], [-2.824316, 2.890300, 1.594769], [-1.423219, 0.260923, 1.290139], [-2.543152, 0.486111, 2.655057], [-3.425866, 0.032779, -1.179191], [-2.207043, -0.798357, -0.229653], [-4.634342, -1.463814, 1.022142], [-4.974822, -1.629274, -0.711436], [-2.839871, -2.462299, 1.843276], [-1.672396, -3.129186, 0.710144], [-2.889527, -4.659358, 2.630344], [-4.052932, -4.850732, 1.313607], [-2.374954, -5.356607, 1.096018], [-5.613981, 1.798386, -1.425876], [-5.975853, 1.877831, -2.814784], [-7.277998, 1.859009, -3.052571], [-8.158314, 1.781542, -2.231890], [-7.468614, 1.939868, -4.375645], [-8.841455, 1.928872, -4.771329], [-4.531217, 1.832590, -1.392239], [-6.022366, 2.644685, -0.877569], [-5.979354, 0.870584, -0.990516], [-9.373051, 2.775301, -4.339787], [-9.325796, 1.006646, -4.454759], [-8.827525, 1.999700, -5.854615]], "atomic_forces_ev_per_a": [[0.0, 0.0, 0.1], [-0.1, 0.0, 0.1], [0.1, 0.0, 0.0], [0.0, -0.1, -0.1], [0.1, 0.1, 0.0], [0.0, 0.0, -0.1], [0.0, 0.1, -0.1], [0.0, -0.1, 0.1], [-0.7, 0.4, -0.3], [0.4, -0.4, -0.6], [0.3, 0.7, -0.8], [0.1, -0.2, 0.0], [-0.2, 0.2, 0.0], [0.1, -0.3, 0.0], [0.1, 0.1, -0.1], [0.0, -0.3, -0.3], [-0.2, 0.0, 0.2], [0.0, -0.2, 0.0], [0.2, 0.3, -0.1], [-0.1, -0.1, 0.0], [0.1, 0.0, 0.0], [0.0, 0.0, 0.0], [0.0, 0.0, 0.0], [0.0, 0.0, 0.0], [-0.1, -0.1, -0.1], [0.0, 0.0, -0.1], [0.1, 0.0, 0.1], [-0.2, 0.0, 0.0], [0.1, 0.0, 0.0], [0.0, 0.1, -0.1], [0.0, 0.0, 0.1], [0.0, -0.1, 0.0], [-0.1, 0.0, 0.1], [0.0, -0.1, 0.0], [0.0, 0.1, 0.0], [0.0, 0.1, 0.1], [0.0, -0.1, 0.0], [-0.1, 0.1, 0.0], [0.0, -0.1, 0.0], [0.3, 0.2, 0.7], [-0.4, -0.3, 0.1], [0.3, 0.2, 0.2], [-0.3, -0.3, 0.4], [0.2, -0.1, 0.0], [-0.2, -0.1, 0.0], [0.0, -0.1, 0.0], [0.1, 0.0, 0.1], [0.0, 0.0, 0.1], [-0.1, 0.1, 0.0], [0.1, 0.0, 0.0], [0.0, 0.2, 0.1], [0.0, 0.0, -0.1], [0.0, 0.1, 0.0], [-0.1, 0.0, 0.0], [0.0, 0.0, 0.1], [0.0, 0.0, 0.0], [0.0, 0.0, 0.1], [-0.1, 0.0, -0.1], [0.1, 0.1, 0.1], [0.0, 0.0, 0.0], [-0.1, 0.0, 0.0], [0.1, 0.0, 0.0], [0.0, 0.0, 0.1], [0.0, 0.0, 0.0], [0.0, 0.0, 0.0], [-0.1, 0.0, 0.0], [0.0, 0.0, 0.0], [0.0, 0.0, 0.0], [0.0, 0.0, 0.0], [0.0, 0.0, 0.0]]}

---

2.
{"formula": "C19H45AlBBrF8MgN2O11P2S2", "method": "ωB97M-V/def2-TZVPD", "gap_ev": 1.37, "symbols": ["C", "C", "O", "O", "C", "C", "C", "C", "C", "C", "P", "C", "C", "C", "N", "H", "H", "H", "H", "H", "H", "H", "H", "H", "H", "H", "H", "H", "H", "H", "H", "H", "H", "H", "H", "H", "H", "H", "H", "H", "B", "F", "F", "F", "F", "C", "C", "O", "H", "H", "H", "H", "H", "Mg", "F", "N", "S", "O", "O", "F", "S", "O", "O", "F", "Al", "F", "O", "P", "O", "C", "C", "O", "C", "C", "O", "C", "C", "H", "H", "H", "H", "H", "H", "H", "H", "H", "H", "H", "H", "H", "H", "H", "Br"], "positions_angstrom": [[-1.420486, -0.076924, -8.279692], [-1.619931, 0.398933, -6.741342], [-2.743729, 0.313967, -6.227302], [-0.483554, 0.862030, -6.043167], [0.103856, -0.326199, -5.378205], [1.187491, 0.056270, -4.270293], [0.684054, 1.238725, -3.274310], [0.138984, 0.500179, -1.923115], [-1.372573, -0.076446, -2.137080], [-1.964134, -0.600023, -0.745211], [-1.606284, -2.413644, -0.374288], [-0.202625, -2.462969, 0.870659], [-1.367844, -3.508874, -1.921446], [0.120345, -3.527079, -2.519969], [1.162762, -4.026306, -1.600038], [-0.324067, -0.447189, -8.399228], [-1.709767, 0.722431, -9.036105], [-2.103165, -1.009957, -8.401485], [-0.770592, -0.950798, -4.995602], [0.581571, -0.944684, -6.238021], [2.163049, 0.340039, -4.817937], [1.477512, -0.821324, -3.585555], [-0.162754, 1.863782, -3.717678], [1.557030, 1.907507, -2.977090], [0.118297, 1.245928, -1.042382], [0.798095, -0.371939, -1.593127], [-2.005601, 0.838020, -2.446293], [-1.440355, -0.853503, -2.965362], [-3.102614, -0.455234, -0.647012], [-1.508579, 0.004233, 0.127756], [-2.764822, -2.916383, 0.315836], [0.566957, -1.635340, 0.637032], [0.360943, -3.463276, 0.885936], [-0.622012, -2.256830, 1.926200], [-2.041729, -3.054786, -2.749210], [-1.778875, -4.614227, -1.777827], [0.100550, -4.258875, -3.415770], [0.338282, -2.495690, -2.971160], [1.641451, -3.154968, -1.251915], [1.911109, -4.522129, -2.108570], [-1.552750, -5.899213, 2.594915], [-0.719868, -5.200849, 3.504054], [-1.235727, -7.283032, 2.618229], [-2.914459, -5.705119, 2.938787], [-1.324579, -5.371994, 1.243394], [3.818690, -4.234061, 1.211685], [3.392960, -3.344471, 2.391684], [2.445730, -2.567801, 1.970904], [4.194893, -3.640772, 0.372717], [4.628690, -4.912577, 1.527104], [2.992737, -4.853924, 0.855147], [4.336516, -2.872652, 2.750535], [3.167452, -4.054892, 3.226014], [4.867202, -3.495528, 3.999356], [2.965122, -2.049878, -1.486170], [-3.494997, -4.591102, 7.991944], [-2.292878, -3.698453, 7.519559], [-2.592754, -2.622943, 6.573419], [-1.007910, -4.330926, 7.375816], [-2.057760, -2.857760, 8.855464], [-4.031040, -5.516316, 6.831101], [-5.321300, -6.105280, 7.111911], [-3.092859, -6.399797, 6.185499], [-4.402170, -4.490238, 5.671288], [-1.049147, -2.250553, -8.496220], [-1.334015, -1.884694, 5.439761], [2.336871, 4.612420, 1.313787], [0.991003, 5.340528, 1.389786], [0.701890, 5.404977, -0.240920], [0.198763, 4.246408, -0.885196], [-1.237277, 3.966248, -0.480407], [1.686384, 6.845128, 1.548296], [2.973255, 6.975386, 2.161165], [4.066387, 7.054954, 1.112501], [-0.537933, 6.076168, 1.604917], [-0.757235, 6.890453, 2.765709], [-0.458472, 8.362832, 2.509374], [0.840428, 3.386153, -0.669472], [0.240682, 4.431194, -1.962025], [-1.298446, 3.697894, 0.578425], [-1.649920, 3.140162, -1.065837], [-1.861541, 4.850910, -0.626700], [3.151602, 6.164951, 2.867826], [2.966425, 7.900235, 2.750933], [3.989132, 6.257328, 0.370987], [5.052893, 7.001687, 1.576587], [3.989883, 7.997061, 0.562949], [-0.186287, 6.508438, 3.615611], [-1.818551, 6.797785, 3.008650], [0.589970, 8.599952, 2.694063], [-1.031381, 8.997040, 3.190451], [-0.677037, 8.645439, 1.476729], [-2.543519, -4.963357, -0.136713]], "atomic_forces_ev_per_a": [[0.2, 0.6, 1.1], [-2.0, 0.5, 2.2], [3.8, 0.2, -2.2], [-1.8, -1.5, -1.5], [0.5, -1.3, 0.1], [0.3, 0.9, -0.2], [-0.1, -1.4, 1.0], [-0.8, 0.0, -0.2], [0.3, 1.6, 0.6], [0.0, 0.4, -0.1], [0.6, 0.8, 0.9], [0.7, 0.0, 0.5], [-0.2, 0.8, -2.7], [0.2, -1.0, -1.1], [-0.7, 1.0, -0.3], [-1.1, 1.2, -0.1], [0.5, -1.1, 0.9], [-0.9, 3.2, 0.1], [1.2, 0.9, -0.1], [-0.3, 0.7, 1.3], [-1.6, -0.3, 0.8], [-0.5, 0.9, -1.3], [1.3, -0.8, 0.5], [-1.1, -0.9, -0.6], [-0.1, -1.1, -1.4], [-0.4, 1.2, -0.6], [0.8, -1.5, 0.3], [0.1, 0.9, 1.2], [1.7, -0.4, -0.4], [-0.6, -1.0, -1.3], [0.8, 1.8, -0.6], [-1.2, -1.4, 0.1], [-1.0, 1.6, -0.2], [0.4, -0.4, -1.7], [1.0, -0.4, 1.2], [1.6, 2.9, -1.3], [-0.4, 1.2, 1.2], [-0.2, -1.1, 0.7], [0.6, -0.6, -0.2], [-0.7, 0.5, 0.2], [-0.8, -1.7, 4.7], [-0.6, -0.4, -1.7], [-0.2, 1.5, -0.8], [1.3, 0.1, -1.2], [1.9, -0.5, 1.6], [1.1, -0.5, -0.1], [-3.3, -0.1, -3.9], [0.9, -0.1, 1.8], [-0.3, 0.2, 0.2], [0.2, -0.2, 0.1], [0.0, 0.3, 0.3], [0.6, 2.9, -2.6], [-0.7, -0.7, 1.1], [1.2, -1.6, 3.1], [-0.6, 0.1, -0.2], [0.3, 1.0, -0.5], [3.9, 0.2, 1.9], [-1.5, -0.2, -0.3], [-1.5, 0.2, -0.4], [-0.8, -0.4, -0.2], [-2.3, -3.2, -2.9], [1.2, 1.0, 0.9], [0.0, 1.2, 1.2], [0.2, 0.3, 0.4], [1.6, -3.3, -0.1], [0.5, 0.0, -0.2], [-2.9, -2.3, 2.5], [3.3, 5.9, -5.7], [-0.6, -0.7, 0.6], [-0.2, -0.1, -0.2], [-0.1, -0.1, 0.1], [-0.7, -0.4, 1.1], [0.3, 0.1, 0.0], [0.0, 0.1, -0.3], [1.3, -2.5, 1.4], [-0.4, 0.4, 0.5], [0.5, 0.2, 0.2], [0.1, 0.0, 0.0], [0.1, 0.1, 0.1], [0.0, -0.1, -0.1], [0.0, 0.0, 0.0], [0.1, -0.1, 0.0], [0.0, -0.1, -0.2], [-0.2, 0.0, -0.2], [-0.1, -0.1, 0.2], [0.0, 0.0, 0.0], [0.0, 0.0, 0.1], [-0.1, 0.1, 0.0], [0.1, -0.3, 0.0], [-0.1, -0.1, -0.2], [-0.2, -0.2, -0.1], [-0.1, -0.1, 0.1], [-3.0, -3.9, 0.9]]}

---

Number 1: lowest unoccupied orbital energy 0.085 hartree. Number 2: lowest unoccupied orbital energy -0.154 hartree.